Record 1
Density functional theory data (ωB97M-V/def2-TZVPD) for a structure of composition C26H28N2NaO at a distorted geometry.

Geometry as XYZ:
```
58
Properties=species:S:1:pos:R:3:forces:R:3
C 0.305 -3.595 0.754 0.242 -0.307 -0.030
N 1.547 -2.864 0.642 -0.398 -1.636 -0.117
C 1.733 -1.517 0.603 -3.659 2.170 -0.092
C 0.630 -0.581 0.745 0.958 -1.744 -1.202
C -0.761 -0.908 0.499 0.848 -0.837 0.578
C -1.763 -0.288 1.193 -0.247 0.014 0.539
C -3.119 -0.808 1.326 0.289 -0.082 -0.317
C -3.911 -0.475 2.457 0.099 -0.143 -0.307
C -5.182 -1.011 2.626 0.082 -0.119 -0.318
C -5.707 -1.893 1.668 0.061 0.147 0.060
C -4.934 -2.250 0.559 0.318 0.169 0.142
C -3.647 -1.734 0.393 -0.469 0.010 0.378
O 0.877 0.609 1.169 0.525 2.445 0.928
N 3.090 -1.317 0.577 1.253 1.321 0.241
C 3.852 -0.012 0.615 -0.611 -0.573 0.023
C 5.336 -0.296 0.491 0.516 -0.006 -0.132
C 3.629 0.682 1.950 0.002 0.404 0.393
C 3.429 0.859 -0.557 -0.121 0.249 -0.207
C 3.710 -2.542 0.529 0.339 -0.905 0.092
C 2.762 -3.500 0.562 0.675 0.049 -0.131
H 0.567 -4.618 1.045 -0.042 0.091 -0.014
H -0.354 -3.170 1.520 0.168 0.110 -0.267
H -0.226 -3.655 -0.206 0.011 0.069 0.257
H -0.966 -1.711 -0.219 -0.161 0.221 0.579
H -1.497 0.527 1.887 0.002 -0.534 -0.309
H -3.473 0.174 3.221 -0.205 -0.110 -0.285
H -5.772 -0.746 3.506 0.162 -0.085 -0.253
H -6.711 -2.293 1.789 0.148 0.037 -0.020
H -5.330 -2.941 -0.189 0.058 0.155 0.224
H -3.036 -2.065 -0.449 -0.265 0.233 0.166
H 5.582 -0.796 -0.452 0.010 -0.021 0.131
H 5.872 0.662 0.496 -0.183 -0.188 0.006
H 5.716 -0.878 1.338 -0.041 0.011 -0.160
H 2.590 0.987 2.062 -0.021 -0.239 -0.060
H 3.899 0.018 2.777 0.059 0.049 -0.066
H 4.254 1.583 2.000 0.102 -0.144 0.008
H 2.387 1.171 -0.464 0.085 -0.197 -0.013
H 4.056 1.761 -0.577 -0.074 -0.136 -0.034
H 3.562 0.320 -1.501 -0.020 0.094 0.093
H 4.782 -2.645 0.480 -0.230 -0.069 0.035
H 2.848 -4.572 0.561 0.037 0.012 -0.053
C -3.205 3.402 -2.089 0.404 -0.194 0.258
Na 0.002 2.404 0.390 -0.420 -0.430 -0.574
C -3.524 2.195 -1.408 0.950 0.284 -0.762
C -2.395 1.338 -1.450 -0.117 -0.188 -0.401
C -1.341 2.006 -2.138 -0.675 0.024 0.634
C -1.827 3.328 -2.490 -0.727 -0.027 0.353
C -0.924 4.265 -3.015 0.418 -0.290 -0.044
C 0.406 3.895 -3.206 -0.224 0.667 -0.127
C 0.856 2.590 -2.929 0.152 -0.797 0.131
C -0.014 1.626 -2.421 0.092 0.314 -0.356
H -3.862 4.249 -2.284 0.147 -0.177 0.242
H -4.469 1.955 -0.929 0.099 0.021 -0.177
H -2.333 0.293 -1.151 -0.231 0.521 0.032
H -1.271 5.269 -3.247 0.137 -0.020 -0.051
H 1.119 4.623 -3.603 -0.199 -0.156 0.101
H 1.897 2.318 -3.140 -0.357 0.119 0.021
H 0.259 0.573 -2.315 0.248 0.342 0.236
```
Forces are in eV/Å.

## Properties
Max |F|: 4.3 eV/A
Orbital gap: 3.68 eV
Charge: -1
Multiplicity: 1

=====

Record 2
Density functional theory data (ωB97M-V/def2-TZVPD) for a structure of composition C26H28N2O2PReS5.

Geometry as XYZ:
```
65
Properties=species:S:1:pos:R:3:forces:R:3
Re 0.350 0.568 -0.572 0.411 -0.051 -0.192
C 3.160 1.812 -2.211 -0.008 0.009 0.035
C 2.037 2.801 -2.158 -0.029 0.015 0.009
C 2.240 4.009 -2.863 -0.023 0.028 -0.011
C 1.284 4.973 -2.872 0.013 -0.042 0.022
C 0.093 4.769 -2.149 0.028 -0.029 -0.009
C -0.919 5.752 -2.113 -0.049 0.023 0.020
C -2.056 5.526 -1.392 0.035 0.027 -0.028
C -2.210 4.326 -0.684 0.037 -0.031 -0.006
C -1.244 3.342 -0.696 0.014 0.008 -0.071
S -1.458 1.903 0.265 -0.160 0.097 -0.077
C -0.061 3.548 -1.456 -0.066 0.092 -0.021
N 0.912 2.560 -1.490 -0.011 -0.126 0.041
H 4.068 2.312 -2.545 -0.020 -0.004 0.001
H 2.923 1.023 -2.926 -0.017 -0.039 0.002
H 3.341 1.369 -1.236 0.009 -0.046 0.000
H 3.172 4.140 -3.394 -0.003 0.009 0.001
H 1.425 5.900 -3.414 0.003 -0.003 -0.009
H -0.770 6.672 -2.663 -0.005 -0.002 -0.001
H -2.842 6.270 -1.357 0.002 0.001 -0.003
H -3.106 4.155 -0.102 0.001 -0.002 0.005
S 4.129 -0.221 1.904 -0.018 0.049 -0.027
C 3.202 1.065 2.543 0.053 -0.042 0.009
C 2.096 1.335 1.808 -0.030 -0.006 -0.004
C 1.949 0.491 0.662 0.095 -0.005 -0.022
C 3.014 -0.406 0.573 -0.112 -0.020 0.046
C 3.282 -1.365 -0.443 -0.022 0.035 -0.059
C 4.379 -2.249 -0.351 0.026 -0.052 -0.015
C 4.676 -3.135 -1.343 -0.017 0.037 0.027
C 3.874 -3.171 -2.498 -0.005 0.005 -0.011
C 2.820 -2.325 -2.585 -0.016 0.000 -0.010
N 2.511 -1.435 -1.585 0.130 -0.085 0.118
H 3.518 1.546 3.456 -0.002 -0.007 0.004
H 1.369 2.088 2.073 -0.034 0.015 0.028
H 4.986 -2.212 0.542 -0.006 -0.002 0.008
H 5.518 -3.806 -1.238 0.000 0.003 0.000
H 4.072 -3.859 -3.306 -0.006 0.003 0.001
H 2.141 -2.288 -3.423 -0.009 0.000 0.002
S 0.400 -0.553 -3.100 -0.040 0.126 0.033
C 1.385 -0.616 -1.730 -0.224 0.186 0.043
C -1.513 -4.521 1.365 -0.004 -0.006 0.011
C -1.314 -4.025 2.785 -0.006 -0.032 -0.042
C -2.515 -4.284 3.676 0.016 0.051 0.003
O -0.920 -2.634 2.861 0.019 -0.090 -0.007
P -1.494 -1.349 2.122 -0.072 0.118 0.008
S -1.144 0.224 3.173 0.005 -0.090 -0.034
S -0.655 -1.445 0.215 0.081 -0.155 0.110
O -3.015 -1.806 1.941 -0.056 0.094 0.066
C -4.176 -1.124 1.395 -0.031 -0.009 -0.045
C -4.116 -1.076 -0.121 0.031 -0.025 0.043
C -4.423 0.237 2.016 0.047 -0.046 0.035
H -1.709 -5.595 1.395 0.003 0.003 -0.005
H -0.626 -4.344 0.759 0.000 0.002 -0.007
H -2.363 -4.030 0.889 0.015 -0.010 0.010
H -0.447 -4.534 3.212 0.005 0.007 0.000
H -3.414 -3.838 3.254 -0.011 0.003 0.004
H -2.347 -3.863 4.667 -0.004 -0.003 -0.003
H -2.670 -5.360 3.776 0.009 -0.005 -0.005
H -4.984 -1.795 1.695 0.000 -0.012 -0.014
H -3.341 -0.390 -0.461 0.023 0.037 -0.024
H -5.076 -0.729 -0.506 -0.006 -0.004 0.018
H -3.911 -2.064 -0.534 0.009 0.009 -0.004
H -3.664 0.956 1.715 0.003 0.006 -0.002
H -4.431 0.177 3.104 0.008 -0.008 0.000
H -5.396 0.595 1.675 -0.008 -0.011 0.003
```
Forces are in eV/Å.

## Properties
⟨S²⟩: 2.2195
Max |F|: 0.5 eV/A
Orbital gap (alpha / beta): 5.52 / 5.34 eV
Relative energy (zero: lowest compared OMol25 entry of this formula, charge and spin): 96.4 kJ/mol
Multiplicity: 3

=====

Record 3
Density functional theory data (ωB97M-V/def2-TZVPD) for a structure of composition C26H28N3O5SSiTi at a distorted geometry.

Geometry as XYZ:
```
65
Properties=species:S:1:pos:R:3:forces:R:3
Ti 0.371 -0.367 0.336 -0.675 0.225 0.324
O 0.761 3.343 -0.523 0.037 -0.164 0.054
C 0.360 2.200 -0.332 -0.193 0.867 -0.228
O 0.752 1.438 0.664 0.255 1.827 0.115
C -0.640 1.564 -1.219 -0.190 0.122 -0.075
C -1.127 2.198 -2.351 -0.037 -0.028 -0.046
C -2.076 1.581 -3.136 0.093 0.165 -0.027
C -2.571 0.297 -2.750 -0.023 -0.171 0.075
C -3.556 -0.381 -3.482 0.057 -0.054 0.111
C -4.028 -1.617 -3.079 -0.062 0.003 -0.079
C -3.527 -2.200 -1.920 0.036 -0.062 0.055
C -2.550 -1.558 -1.177 0.032 0.124 -0.065
C -2.041 -0.313 -1.576 -0.271 0.008 -0.104
N -1.059 0.303 -0.829 -0.801 0.542 -1.069
H -0.733 3.177 -2.588 0.007 0.002 0.039
H -2.464 2.052 -4.031 0.000 0.003 0.006
H -3.948 0.082 -4.381 0.014 0.033 0.001
H -4.786 -2.127 -3.662 0.001 0.007 0.008
H -3.899 -3.165 -1.595 0.004 0.012 0.017
H -2.157 -2.005 -0.275 -0.005 -0.039 0.029
C 0.938 -3.927 -0.942 -0.011 0.057 0.144
C 0.452 -3.605 0.441 -0.206 0.200 -0.089
C 0.298 -4.596 1.393 0.040 -0.232 0.021
C -0.253 -4.288 2.635 -0.057 0.347 -0.095
C -0.626 -2.988 2.907 -0.041 -0.365 0.203
C -0.429 -2.013 1.923 -0.148 0.120 -0.288
N 0.086 -2.332 0.692 -0.219 -2.609 0.846
N -0.659 -0.684 1.988 -0.477 -0.594 1.354
Si -1.775 0.122 3.012 -0.496 0.401 0.261
C -1.206 0.182 4.823 -0.024 -0.039 -0.284
C -1.992 1.871 2.357 0.107 -0.257 0.119
C -3.449 -0.774 2.936 0.334 0.051 0.025
H 0.082 -4.000 -1.618 0.008 0.003 -0.015
H 1.482 -4.870 -0.950 -0.046 -0.029 -0.011
H 1.585 -3.141 -1.315 0.081 0.034 -0.085
H 0.592 -5.611 1.161 0.011 0.021 -0.043
H -0.388 -5.061 3.380 0.008 -0.014 0.019
H -1.046 -2.706 3.863 0.022 0.018 -0.010
H -0.213 0.633 4.890 -0.002 0.006 -0.008
H -1.146 -0.817 5.262 0.004 0.007 -0.003
H -1.890 0.774 5.437 -0.028 0.008 -0.034
H -1.017 2.339 2.213 0.000 0.019 -0.004
H -2.582 2.501 3.028 -0.033 -0.067 0.034
H -2.490 1.844 1.384 0.028 -0.003 -0.018
H -3.384 -1.780 3.358 -0.024 0.004 -0.010
H -3.756 -0.870 1.892 -0.010 0.015 -0.001
H -4.231 -0.233 3.474 0.030 0.037 0.018
C 4.429 4.970 -1.895 -0.035 -0.060 0.019
C 4.133 3.535 -1.558 0.004 -0.007 0.043
C 3.803 2.614 -2.546 0.003 -0.022 0.010
C 3.429 1.325 -2.211 0.006 -0.128 0.037
C 3.395 0.951 -0.876 -0.154 -0.023 0.010
C 3.745 1.845 0.121 0.008 -0.212 0.111
C 4.122 3.128 -0.228 -0.011 0.039 -0.054
S 2.768 -0.662 -0.498 1.990 -0.457 -0.581
O 2.411 -0.718 0.929 0.381 0.036 -0.144
O 3.743 -1.634 -0.910 -0.139 0.131 -0.053
O 1.490 -0.741 -1.273 0.815 -0.122 -0.521
H 4.510 5.117 -2.972 0.026 0.022 0.009
H 5.356 5.299 -1.422 -0.001 0.042 -0.029
H 3.618 5.600 -1.523 0.030 0.037 -0.031
H 3.806 2.915 -3.587 -0.004 0.020 0.008
H 3.140 0.605 -2.966 -0.018 0.084 -0.054
H 3.682 1.533 1.154 -0.048 0.067 0.013
H 4.355 3.847 0.548 0.011 -0.009 0.021
```
Forces are in eV/Å.

## Properties
⟨S²⟩: 2.0292
Max |F|: 2.8 eV/A
Orbital gap (alpha / beta): 5.29 / 8.11 eV
Relative energy (zero: lowest compared OMol25 entry of this formula, charge and spin): 31.8 kJ/mol
Charge: -1
Multiplicity: 3

=====

> Among the records above, which one has the highest max |F|?

C26H28N2NaO

=====

> Which of these has the lowest max |F|?

C26H28N2O2PReS5

=====

> Which of these has the lowest multiplicity?

C26H28N2NaO

=====

> Which of these has the lowest max |F|?

C26H28N2O2PReS5